Entry 1:
{"formula": "C5H11N3O2", "method": "ωB97M-V/def2-TZVPD", "species": ["C", "C", "C", "C", "C", "N", "N", "N", "O", "O", "H", "H", "H", "H", "H", "H", "H", "H", "H", "H", "H"], "coordinates": [[-2.500634, -1.061935, -0.278907], [2.555527, 0.904233, -0.293974], [1.057792, 0.536066, -0.436479], [3.183345, -0.408390, 0.467461], [1.078176, -0.963340, 0.012278], [2.120455, -1.366454, 0.565552], [-0.500779, -2.225679, -0.047012], [-3.675848, 2.184165, 0.464568], [-3.020602, -1.849310, 0.343498], [-2.143898, -0.200619, -0.920308], [2.929738, 1.066747, -1.234499], [2.888346, 1.700952, 0.335682], [0.295112, 0.921941, 0.180857], [0.575210, 0.537563, -1.342458], [3.997354, -0.623549, -0.292261], [3.541959, -0.121915, 1.475625], [-0.216932, -2.616899, -0.952382], [-0.136378, -2.780848, 0.700365], [-4.098656, 1.615413, 1.195779], [-4.109406, 3.087461, 0.435621], [-3.819880, 1.664390, -0.378997]], "atomic_forces_ev_per_a": [[-0.17, 0.28, -0.02], [-1.23, -1.80, 2.82], [1.29, -1.89, 2.17], [1.32, 2.53, -2.00], [3.78, 2.91, 0.48], [-1.74, -0.30, -0.93], [-2.07, -1.94, -0.88], [0.35, -0.68, 0.79], [-1.83, -2.69, 2.16], [1.33, 2.70, -2.17], [1.27, 0.10, -2.23], [-0.61, 1.05, 0.25], [-0.46, 1.16, 1.25], [-0.38, 0.37, -2.71], [-0.52, -0.82, 1.63], [0.13, -0.37, -0.71], [-0.25, -0.38, 0.44], [0.13, -0.95, 0.41], [0.04, 0.42, -0.01], [-0.34, 0.16, -0.13], [-0.06, 0.15, -0.61]], "max_force_ha_per_bohr": 0.0933, "e_homo_ha": [-0.224, -0.366], "multiplicity": 3, "total_energy_ev": -13922.223}

---

Entry 2:
{"formula": "C5H11N3Si", "method": "ωB97M-V/def2-TZVPD", "species": ["C", "C", "C", "C", "C", "N", "N", "N", "Si", "H", "H", "H", "H", "H", "H", "H", "H", "H", "H", "H"], "coordinates": [[2.189089, 0.887015, 0.294886], [1.091186, -0.230393, -0.093423], [-1.114460, 1.159840, -1.212224], [-1.074852, 0.413199, 2.010233], [-1.627909, -1.628008, -0.256884], [3.271393, 0.491651, -0.307500], [1.735962, -1.094811, -0.796680], [2.999895, -0.705500, -0.833563], [-0.711992, -0.097558, 0.263652], [1.955802, 1.915233, 0.470343], [-1.171690, 2.244859, -0.873931], [-0.263247, 0.924016, -1.918788], [-2.138873, 1.019687, -1.835873], [-2.025220, 0.959181, 2.290994], [-0.965036, -0.456613, 2.723071], [-0.354583, 1.077313, 2.495001], [-1.111848, -2.471543, 0.022870], [-2.633235, -1.627963, 0.167003], [-1.871839, -1.514360, -1.301343], [3.821462, -1.265248, -1.307847]], "atomic_forces_ev_per_a": [[-1.91, -2.84, -2.08], [0.14, 4.87, 4.29], [-1.64, 0.26, -0.45], [-0.30, 0.31, 2.25], [-1.50, 2.21, 0.04], [1.36, 3.72, 1.22], [-0.15, -4.88, -3.35], [3.37, -2.88, -1.61], [-1.07, 0.99, -1.80], [0.23, 0.35, 0.72], [0.59, -1.23, -0.59], [-0.95, 0.78, 0.53], [2.26, -0.05, 1.60], [0.59, -0.96, -0.83], [-0.49, 0.46, -0.94], [0.47, 0.23, -0.59], [0.98, -2.26, 0.22], [0.05, -0.08, 0.54], [0.59, -0.43, -0.60], [-2.64, 1.43, 1.42]], "max_force_ha_per_bohr": 0.1262, "e_homo_ha": [-0.170, -0.368], "multiplicity": 3, "total_energy_ev": -17704.930}

---

Entry 3:
{"formula": "C5H11N4", "method": "ωB97M-V/def2-TZVPD", "species": ["C", "C", "C", "C", "C", "N", "N", "N", "N", "H", "H", "H", "H", "H", "H", "H", "H", "H", "H", "H"], "coordinates": [[0.124032, 0.583573, -2.526630], [-0.262028, -0.190442, 0.209953], [-1.374479, -1.084120, -1.824558], [0.303225, 1.509643, 1.625003], [0.976275, -0.941234, 2.239141], [-0.715469, -0.341014, -2.781219], [0.375029, 1.228488, -1.404411], [-0.729931, -1.186906, -0.466081], [0.448045, 0.040636, 1.241656], [0.419369, 1.175178, -3.372909], [-2.280169, -0.540568, -1.780444], [-1.697073, -2.167359, -2.090154], [0.944028, 2.098960, 0.997898], [-0.689051, 1.783512, 1.450832], [0.430265, 1.704942, 2.645625], [0.275704, -1.027544, 3.008691], [1.234251, -1.787569, 1.732021], [1.954357, -0.537305, 2.692824], [1.191447, 1.798981, -1.455839], [-0.927827, -2.119852, -0.141401]], "atomic_forces_ev_per_a": [[-1.29, 0.40, -0.89], [1.61, -0.27, -2.37], [0.13, -1.38, -0.03], [0.71, -1.15, -0.95], [1.84, 3.51, 0.24], [0.80, -0.85, -1.10], [-2.05, -0.88, 2.18], [-0.73, 0.06, -0.46], [-0.29, 1.46, 1.52], [0.93, -0.08, -0.82], [-1.49, 0.43, 0.96], [1.07, 1.73, 0.08], [0.43, 0.21, -0.05], [-1.55, 0.49, -0.58], [0.81, -0.26, 1.53], [-1.07, -0.59, 1.16], [0.33, -2.55, -1.13], [-1.56, -0.32, -0.83], [1.11, 0.16, 0.49], [0.24, -0.12, 1.06]], "max_force_ha_per_bohr": 0.0772, "charge": 1, "e_homo_ha": [-0.491, -0.472], "total_energy_ev": -11312.121}